# 1
The following is a quantum chemistry calculation of 2 unconnected molecules or ions with the total composition C6H12NP, from the OMol25 dataset.

Structure (XYZ):
```
20
Properties=species:S:1:pos:R:3:forces:R:3
C 3.57049 -0.47505 -0.55412 0.399 -1.313 -1.081
C 0.02056 -0.03526 1.89360 -1.059 -0.629 4.289
C -3.08171 0.32740 0.84428 0.668 -0.235 -2.202
C -1.72694 0.05584 -1.61346 1.797 -1.030 -2.228
C 3.39172 0.78594 -0.83410 -2.096 -0.408 2.552
C -0.28722 0.10772 0.66430 1.006 1.286 -4.546
N 3.52328 -1.70045 -0.53210 1.180 -0.589 0.699
P -1.58339 1.08885 -0.14263 -1.309 -0.639 1.372
H -0.74228 0.19488 2.67366 0.559 0.078 -0.538
H 0.87360 -0.51243 2.33508 0.609 -0.129 -0.372
H 4.20675 -2.31796 0.00009 -1.184 1.535 -0.550
H -4.05290 0.56491 0.35825 0.628 0.328 0.565
H -2.93901 0.76038 1.81553 -0.517 -0.217 0.673
H -2.99716 -0.78776 0.76246 0.165 0.971 0.596
H -2.08780 -0.94080 -1.29191 -0.636 0.607 -0.615
H -0.67338 -0.29189 -2.06523 -2.032 1.368 0.857
H -2.29054 0.63631 -2.42277 0.514 -1.389 1.060
H 3.83792 1.40844 -1.53168 0.959 0.600 -1.195
H 2.57796 1.18903 -0.19640 0.706 0.199 -0.406
H 0.46007 -0.05810 -0.16285 -0.357 -0.393 1.071
```
Forces are in eV/Å.

total charge	0
highest occupied orbital energy	-0.3153	Eh
E_tot	-631.79475	a.u.
gap between HOMO and LUMO	9.509	eV
multiplicity	1
SMILES string	C=CP(C)C.C=C=N
maximum force	4.831	eV Å⁻¹

***

# 2
The following is a quantum chemistry calculation of a gas-phase ion, C6H12NS (charge +1), from the OMol25 dataset.

Structure (XYZ):
```
20
Properties=species:S:1:pos:R:3:forces:R:3
C 0.65060 -0.39309 1.75014 0.752 -0.378 0.632
C 1.88836 -0.57713 1.35701 1.073 0.954 -1.682
C 0.32413 -0.06390 -0.64605 3.410 -0.320 -0.170
C 0.21843 1.42202 -0.99046 -0.062 0.026 -1.546
C -0.15301 -1.03750 -1.68011 0.531 0.292 -1.186
C -1.50385 0.40754 0.94439 0.574 2.720 -3.382
N -0.34036 -0.46198 0.67957 1.243 1.269 0.801
S 2.27225 -0.37524 -0.34077 -2.398 -0.291 0.320
H 0.34469 -0.38576 2.77377 -0.542 -0.007 0.279
H 2.79518 -0.63942 1.90000 0.254 -0.181 1.233
H 0.00559 2.12511 -0.22084 0.922 0.312 1.066
H -0.67782 1.58080 -1.55929 -0.634 -0.211 -0.823
H 1.05451 1.80029 -1.65725 -0.823 -0.772 1.075
H -1.19654 -0.98760 -1.50879 -1.524 -0.830 -0.226
H 0.30005 -2.03768 -1.55430 -0.534 0.475 0.009
H -0.04739 -0.71515 -2.74930 0.363 -0.086 1.105
H -1.20794 1.57569 1.02147 -0.802 -3.304 0.530
H -2.09005 0.28849 0.00102 -0.058 0.420 0.882
H -2.00402 -0.08199 1.68926 -1.548 -0.299 2.365
H -0.63281 -1.44351 0.79053 -0.195 0.210 -1.282
```
Forces are in eV/Å.

total charge	+1
highest occupied orbital energy	-0.4755	Eh
E_tot	-688.43430	a.u.
gap between HOMO and LUMO	9.864	eV
multiplicity	1
SMILES string	C[N@@H+]1C=CSC1(C)C
maximum force	4.377	eV Å⁻¹

***

# 3
The following is a quantum chemistry calculation of a gas-phase ion, C6H12NS (charge +1), from the OMol25 dataset.

Structure (XYZ):
```
20
Properties=species:S:1:pos:R:3:forces:R:3
C -0.59000 -1.02957 -0.19897 1.625 -0.900 -2.275
C -1.71166 -1.08080 -1.22328 -0.111 -0.902 2.558
C -0.33822 1.43194 -1.11172 1.651 1.589 -0.762
C -0.08455 0.36101 0.00371 -1.827 2.706 1.791
C 1.29824 0.50673 0.58273 -0.050 0.491 -2.443
C -1.91855 -0.22031 -2.19567 -1.025 -1.025 -3.654
N 1.52644 -0.37480 1.71276 1.575 2.253 1.530
S -0.66310 0.85095 -2.86795 -0.269 0.080 2.606
H -0.84086 -1.54253 0.72769 -0.344 0.106 0.031
H 0.24396 -1.65023 -0.65609 -0.547 0.406 0.334
H 2.00581 0.36241 -0.24406 0.382 -0.526 0.557
H -2.32317 -1.92616 -0.89791 -0.743 0.532 -0.978
H -1.13211 2.19927 -0.87831 0.667 -1.267 0.003
H 0.61447 2.04739 -1.17861 -1.025 -0.553 -0.034
H -0.70285 0.77272 0.84799 -0.016 -0.281 -0.563
H 1.53635 1.46148 1.00617 -0.452 0.967 -0.251
H -2.73844 -0.37533 -2.98942 1.036 0.103 1.728
H 0.74382 -0.33925 2.36999 0.219 0.606 0.379
H 2.44049 0.04497 2.08690 -1.577 -1.719 0.246
H 1.55970 -1.31219 1.47906 0.829 -2.667 -0.802
```
Forces are in eV/Å.

total charge	+1
highest occupied orbital energy	-0.4288	Eh
E_tot	-688.43974	a.u.
gap between HOMO and LUMO	7.759	eV
multiplicity	1
SMILES string	[NH3+]C[C@@H]1CC=CSC1
maximum force	3.931	eV Å⁻¹

***

# 4
The following is a quantum chemistry calculation of a single C6H12O molecule, from the OMol25 dataset.

Structure (XYZ):
```
19
Properties=species:S:1:pos:R:3:forces:R:3
C 2.07359 -0.49446 0.24867 -0.038 0.103 0.050
C 1.28559 0.50214 0.65790 0.073 -0.155 -0.306
O 1.15557 0.88132 1.96212 0.110 -0.138 0.149
C 0.37851 1.29783 -0.23429 0.056 -0.017 -0.064
C -1.10761 0.97596 0.01308 -0.069 0.049 0.022
C -1.41728 -0.52032 0.11219 -0.042 -0.007 0.046
C -0.97402 -1.32303 -1.12270 0.034 -0.043 -0.068
H 2.13927 -0.74707 -0.80331 -0.041 0.071 0.165
H -0.06633 -1.89645 -0.91257 -0.161 0.076 -0.088
H 2.65235 -1.09750 0.94455 -0.018 0.154 -0.052
H 1.73883 0.32850 2.49960 -0.112 0.116 -0.017
H 0.54878 2.36793 -0.06294 -0.001 -0.155 -0.023
H 0.64510 1.08987 -1.27544 -0.015 -0.016 0.173
H -1.44029 1.47645 0.92968 0.061 -0.080 -0.109
H -1.69046 1.40438 -0.81341 0.087 -0.008 0.129
H -2.49567 -0.63436 0.27430 0.146 0.028 -0.052
H -0.93402 -0.92724 1.00908 -0.071 0.053 -0.127
H -1.74631 -2.02122 -1.45822 0.102 0.062 0.081
H -0.74559 -0.66273 -1.96828 -0.101 -0.094 0.092
```
Forces are in eV/Å.

total charge	0
highest occupied orbital energy	-0.3256	Eh
E_tot	-311.03187	a.u.
gap between HOMO and LUMO	9.776	eV
multiplicity	1
SMILES string	C=C(O)CCCC
maximum force	0.351	eV Å⁻¹

***

Which energy relative to the best compared isomer or geometry (same formula, charge and spin) belongs to each record? In order, 159.5, 193.2, 178.9, 71.9 kJ/mol.